No. 1
18 unconnected molecules or ions with the total composition C120H180N16O16 in a non-equilibrium geometry. Source: OMol25; level of theory: ωB97M-V/def2-TZVPD.

```
332
Properties=species:S:1:pos:R:3
C -0.82190 -4.77265 6.14056
C 0.51362 -5.03851 5.27274
C 0.11216 -5.64412 3.90837
N 1.31322 -5.63796 2.90849
C 1.59530 -4.17532 2.56730
C 0.95777 -6.50806 1.67660
C 1.49108 -7.88720 1.93711
C 2.52416 -7.71486 3.11554
C 2.69831 -6.24286 3.29186
H -1.33986 -3.88578 5.77546
H -0.49873 -4.53516 7.15410
H -1.47929 -5.64210 6.13930
H 1.20343 -5.67264 5.82965
H 1.11440 -4.13382 5.17946
H -0.61429 -4.94214 3.49899
H -0.41275 -6.59766 3.96607
H 0.66046 -3.72792 2.22964
H 2.26220 -4.27350 1.71073
H 2.13294 -3.65308 3.35869
H 1.39673 -6.11645 0.75896
H -0.12266 -6.61808 1.58350
H 1.80798 -8.37016 1.01276
H 0.70900 -8.52315 2.35188
H 3.47368 -8.18811 2.86544
H 2.07977 -8.19998 3.98461
H 3.48230 -5.85102 2.64385
H 2.92945 -5.95922 4.31862
C -0.99471 -10.00486 -0.20989
C -0.59514 -9.11301 -1.41759
C -1.72279 -8.05926 -1.61419
N -1.37883 -6.92695 -2.56018
C -0.36213 -5.88308 -2.03940
C -2.68266 -6.19001 -3.01054
C -2.32107 -5.54292 -4.34905
C -1.21550 -6.42492 -4.99326
C -0.81409 -7.46290 -3.87604
H -0.10782 -10.52081 0.15796
H -1.73698 -10.77035 -0.43611
H -1.58040 -9.53414 0.57973
H -0.43922 -9.83524 -2.21894
H 0.27931 -8.50804 -1.17789
H -1.96221 -7.59157 -0.65918
H -2.66491 -8.44003 -2.00856
H -0.87782 -5.30957 -1.26918
H 0.04722 -5.28822 -2.85590
H 0.52253 -6.33592 -1.59172
H -2.84417 -5.40578 -2.27095
H -3.49914 -6.91157 -3.03923
H -1.95550 -4.52896 -4.18673
H -3.20793 -5.54554 -4.98274
H -0.32569 -5.86145 -5.27405
H -1.59187 -7.02105 -5.82457
H 0.25586 -7.66560 -3.82882
H -1.33121 -8.39920 -4.08592
C -0.39158 -1.23014 4.27141
C -1.78976 -1.67645 3.91622
C -2.83443 -0.63327 4.22500
N -4.34163 -1.07376 4.06464
C -4.60885 -1.51476 2.64635
C -5.38510 0.03713 4.37563
C -6.58927 -0.67249 5.11144
C -6.22879 -2.14999 5.19986
C -4.75383 -2.23342 5.04879
H -0.34972 -0.86460 5.29743
H -0.13086 -0.46153 3.54384
H 0.34641 -2.02267 4.14743
H -2.13031 -2.62634 4.32833
H -1.69450 -1.74706 2.83269
H -2.67277 0.22154 3.56830
H -2.78499 -0.29822 5.26105
H -4.01609 -2.41233 2.46998
H -4.37737 -0.74756 1.90750
H -5.67434 -1.72747 2.55925
H -5.68056 0.63310 3.51214
H -4.90901 0.63844 5.15014
H -7.56366 -0.55130 4.63818
H -6.76448 -0.22380 6.08923
H -6.84101 -2.69794 4.48359
H -6.60832 -2.52290 6.15117
H -4.22925 -3.14758 4.77092
H -4.34649 -1.92885 6.01285
C 1.51209 -3.35382 -5.03525
C 0.37709 -2.76521 -5.82219
C -0.54364 -1.92730 -4.86484
N -1.62851 -1.19669 -5.65906
C -0.89315 -0.14543 -6.53953
C -2.60657 -0.55437 -4.70167
C -3.84961 -0.20420 -5.52674
C -3.99462 -1.37636 -6.53098
C -2.60771 -2.09141 -6.45051
H 1.17643 -4.25014 -4.51367
H 2.02993 -2.65757 -4.37557
H 2.22260 -3.76494 -5.75236
H -0.16480 -3.42483 -6.49994
H 0.90486 -2.06619 -6.47099
H -0.02838 -1.17031 -4.27358
H -0.99491 -2.63891 -4.17342
H -0.22185 0.43614 -5.90768
H -1.52597 0.53547 -7.10877
H -0.40636 -0.77453 -7.28475
H -2.14434 0.20517 -4.07116
H -2.73943 -1.31503 -3.93236
H -3.74856 0.74575 -6.05161
H -4.69274 0.03171 -4.87745
H -4.30149 -0.99393 -7.50447
H -4.77490 -2.04173 -6.16144
H -2.24192 -2.53107 -7.37841
H -2.70642 -2.92730 -5.75795
C 3.35398 -1.14283 7.09461
N 2.65981 0.09705 6.75043
C 2.38951 0.33953 5.45067
C 1.49923 1.36668 5.14828
C 1.07395 2.27818 6.09972
C 1.49891 2.06966 7.37513
C 2.23810 1.00924 7.74134
C 0.02933 3.33285 5.79153
C -1.25211 3.04589 5.32320
C -2.23471 4.02226 5.28275
N -1.93570 5.31063 5.60360
C -0.63900 5.59170 6.05818
C 0.35484 4.63515 6.13462
C -2.92186 6.33475 5.24547
H 2.58497 -1.90589 6.97442
H 3.76187 -1.07589 8.10320
H 4.18368 -1.18702 6.38910
H 2.97659 -0.32193 4.83082
H 1.20260 1.51564 4.12055
H 1.17992 2.73057 8.16750
H 2.43402 0.83283 8.78867
H -1.55224 2.01391 5.21670
H -3.26969 4.02324 4.97417
H -0.64582 6.64038 6.31632
H 1.36534 4.82475 6.46529
H -3.28321 6.02095 4.26615
H -2.41748 7.29489 5.35420
H -3.74159 6.16817 5.94432
C -2.41830 10.37554 1.62838
N -2.25080 9.38994 0.57066
C -1.39374 8.35293 0.78080
C -1.22032 7.40674 -0.23000
C -1.87428 7.51071 -1.48245
C -2.82507 8.54627 -1.57999
C -2.99016 9.54270 -0.56866
C -1.70574 6.43513 -2.43843
C -1.58983 6.69523 -3.82475
C -1.59237 5.67088 -4.77282
N -1.61581 4.34104 -4.39191
C -1.75257 4.05976 -3.09134
C -1.85138 5.08138 -2.13901
C -1.51521 3.25800 -5.40828
H -3.20995 11.10117 1.44172
H -1.47368 10.87472 1.84431
H -2.63260 9.77413 2.51183
H -0.81985 8.35859 1.69568
H -0.44098 6.66069 -0.18049
H -3.19438 8.53751 -2.59484
H -3.66136 10.38842 -0.59408
H -1.63642 7.70112 -4.21515
H -1.67718 5.84805 -5.83481
H -1.66159 3.02461 -2.79710
H -2.02109 4.81606 -1.10595
H -1.85802 2.31381 -4.98511
H -0.47130 3.33915 -5.71121
H -2.16139 3.45335 -6.26408
C 5.05698 2.61306 -2.89723
N 5.98448 2.20959 -1.89368
C 5.36449 1.72426 -0.75994
C 6.22680 1.28138 0.28538
C 7.62208 1.39208 0.16765
C 8.10743 1.95883 -1.00631
C 7.31342 2.39290 -2.04744
C 8.52986 0.90780 1.17825
C 8.99565 -0.44576 1.25957
C 9.83248 -0.88439 2.27547
N 10.13268 -0.05208 3.27430
C 9.77970 1.27502 3.23869
C 9.11964 1.81209 2.10237
C 10.78996 -0.58790 4.50523
H 5.38023 3.40212 -3.57620
H 4.08532 2.81131 -2.44482
H 4.90292 1.67154 -3.42440
H 4.29025 1.67126 -0.66200
H 5.66574 0.87952 1.11611
H 9.18314 2.05270 -0.98547
H 7.70220 2.90667 -2.91421
H 8.70781 -1.11130 0.45919
H 10.05879 -1.93614 2.37033
H 10.02501 1.88324 4.09677
H 8.83794 2.85171 2.02356
H 11.53094 0.12068 4.87532
H 11.33837 -1.48341 4.21297
H 10.05185 -0.94874 5.22153
C 0.70308 3.80909 0.52669
N 1.67779 4.97115 0.48236
C 1.61397 5.84361 1.56047
C 2.34372 7.02514 1.43554
C 3.14004 7.27976 0.29404
C 3.11200 6.33474 -0.69248
C 2.38233 5.14592 -0.64701
C 3.98960 8.54086 0.20272
C 3.57174 9.78174 0.69464
C 4.36947 10.96101 0.52276
N 5.54341 10.86313 -0.11255
C 5.99020 9.66519 -0.59117
C 5.22383 8.53127 -0.40454
C 6.43306 12.05364 -0.19929
H 1.37524 2.95358 0.46016
H -0.00030 4.01935 -0.27901
H 0.24497 3.78422 1.51543
H 0.94632 5.61763 2.37874
H 2.24383 7.75042 2.22951
H 3.70057 6.59163 -1.56081
H 2.26683 4.44663 -1.46190
H 2.63652 9.88398 1.22501
H 3.97302 11.89699 0.88769
H 6.95029 9.57157 -1.07683
H 5.59219 7.61118 -0.83368
H 6.35159 12.79847 0.59236
H 6.13779 12.53535 -1.13142
H 7.47073 11.82791 -0.44500
C -5.07209 4.35408 -1.84019
N -5.81955 3.61694 -2.82837
C -6.31474 2.41977 -2.50558
C -7.07467 1.73404 -3.44584
C -7.13413 2.13798 -4.79108
C -6.51358 3.36173 -5.12790
C -5.89716 4.15599 -4.12522
C -7.87031 1.29555 -5.80873
C -7.58346 -0.08115 -5.97408
C -8.36891 -0.84710 -6.85848
N -9.33272 -0.26065 -7.54180
C -9.61514 1.06687 -7.42482
C -8.86136 1.88832 -6.59003
C -10.29196 -1.16542 -8.19233
H -5.64436 4.28070 -0.91541
H -4.91373 5.37190 -2.19666
H -4.15279 3.81016 -1.62311
H -6.23158 2.12631 -1.46954
H -7.47258 0.78295 -3.12414
H -6.46133 3.61213 -6.17717
H -5.49423 5.15015 -4.25044
H -6.84745 -0.48365 -5.29387
H -8.25596 -1.91596 -6.96422
H -10.38114 1.48790 -8.05915
H -9.21206 2.90574 -6.49901
H -10.82607 -1.56783 -7.33158
H -9.73497 -1.97641 -8.66153
H -10.87272 -0.62750 -8.94164
C -4.28539 -0.76073 -1.22433
N -2.93581 -0.95295 -0.77647
C -2.00126 -0.00139 -0.87503
C -0.68825 -0.21311 -0.37706
C -0.31049 -1.41947 0.18158
C -1.28177 -2.46101 0.29551
C -2.57702 -2.15325 -0.25791
C 1.10721 -1.66191 0.28224
C 1.87232 -0.98234 1.21388
C 3.25517 -1.20567 1.22977
N 3.88038 -2.04673 0.37858
C 3.11732 -2.75845 -0.53233
C 1.71700 -2.57836 -0.57144
C 5.35409 -2.20312 0.50998
H -4.67756 -1.74624 -1.47546
H -4.20362 -0.15540 -2.12710
H -4.79207 -0.19784 -0.44040
H -2.30768 0.95551 -1.27109
H 0.09481 0.50350 -0.57628
H -1.16481 -3.48072 0.63153
H -3.34385 -2.91073 -0.32576
H 1.35935 -0.31638 1.89193
H 3.90149 -0.71119 1.93981
H 3.66146 -3.48466 -1.11793
H 1.08929 -3.11841 -1.26479
H 5.43679 -3.25998 0.76355
H 5.71343 -1.67318 1.39211
H 5.80848 -2.02244 -0.46418
C -5.51381 -3.95049 -3.33673
C -6.57470 -2.89612 -3.63562
O -6.35620 -1.77261 -3.19477
O -7.45976 -3.18561 -4.43129
H -5.78393 -4.51454 -2.44399
H -4.49164 -3.60567 -3.18058
H -5.47759 -4.65925 -4.16405
C 5.19568 -4.36948 4.86342
C 5.48007 -2.99459 4.12385
O 6.58342 -2.83410 3.68706
O 4.63856 -2.06977 4.21411
H 5.76044 -4.22449 5.78436
H 5.55639 -5.23631 4.30971
H 4.14983 -4.53695 5.12079
C -3.57446 -5.14483 2.63732
C -3.01115 -5.97387 1.48809
O -2.90670 -5.36937 0.39729
O -2.72036 -7.18597 1.62704
H -4.02481 -5.73174 3.43782
H -4.37048 -4.47572 2.31061
H -2.74844 -4.52289 2.98225
C 3.22884 3.95434 3.67769
C 3.56288 2.96784 2.53065
O 4.02363 3.43403 1.46635
O 3.39876 1.71846 2.70481
H 2.14485 3.94513 3.79165
H 3.65143 4.94641 3.51857
H 3.77239 3.62160 4.56196
C -3.42900 2.84435 2.59516
C -3.72984 2.54604 1.16036
O -2.86202 2.85944 0.32480
O -4.69533 1.82724 0.87966
H -2.45667 2.38894 2.78299
H -4.22160 2.51041 3.26477
H -3.24246 3.90347 2.77284
C 7.13861 -1.06799 -2.87819
C 8.39756 -0.60122 -3.64105
O 9.50512 -1.16909 -3.44788
O 8.26452 0.37666 -4.32703
H 6.97847 -0.32930 -2.09283
H 7.11122 -2.09018 -2.50073
H 6.27069 -1.01989 -3.53584
C 4.90905 -7.01331 0.29224
C 4.36658 -6.21632 -0.88367
O 3.12889 -6.16799 -1.10784
O 5.19116 -5.53554 -1.52612
H 4.07196 -7.57429 0.70779
H 5.42870 -6.31018 0.94314
H 5.64226 -7.73465 -0.06856
C 2.02846 0.49227 -2.44155
C 1.07044 1.58283 -2.92056
O 1.45430 2.77787 -2.92592
O -0.07515 1.25784 -3.31695
H 2.34365 0.77077 -1.43597
H 2.94882 0.53735 -3.02380
H 1.68461 -0.53884 -2.35986
```

Computed properties:
* gap between HOMO and LUMO: 1.05 eV
* HOMO level: -16.88 eV
* charge: +8
* LUMO energy: -15.82 eV
* energy above the lowest of the compared OMol25 structures with the same formula, charge and spin: 12.920 eV
* spin multiplicity: 1
* E_tot: -183864.493 eV



No. 2
A single C12H10 molecule in a non-equilibrium geometry. Source: OMol25; level of theory: ωB97M-V/def2-TZVPD.

```
22
Properties=species:S:1:pos:R:3
C -2.10636 -1.07791 1.74464
C -0.98589 -1.20864 2.32687
C -2.25474 -0.67276 0.41362
C 1.31584 -1.13381 -0.59104
C -1.10515 -0.76746 -0.31670
C -0.01535 -1.51491 0.13818
C 1.43508 -0.18537 1.74753
C 0.93670 0.16541 -0.98167
C -0.50408 0.25749 -1.25116
C 1.84030 -0.03040 0.29718
C 0.29628 -1.11417 1.84946
C -1.17018 1.69091 -1.26682
H -2.91745 0.09826 0.05162
H 1.92955 -1.83498 -1.05525
H 2.26606 -0.65685 2.34823
H 1.37036 0.83116 2.25295
H 1.48537 0.58495 -1.81915
H -0.69527 -0.09910 -2.30004
H 2.88645 0.33510 0.18430
H -1.16482 2.14996 -2.29514
H -0.67784 2.39184 -0.51935
H -2.16484 1.79127 -0.95825
```

Computed properties:
* gap between HOMO and LUMO (alpha / beta): 7.65 / 7.65 eV
* HOMO level (alpha / beta): -8.11 / -8.11 eV
* SMILES: C[C@@H]1c2cc#cc3c2[C@@H]2[C@H](C3)[C@@H]21
* LUMO energy (alpha / beta): -0.46 / -0.46 eV
* energy above the lowest of the compared OMol25 structures with the same formula, charge and spin: 8.812 eV
* spin multiplicity: 1
* E_tot: -12596.846 eV



No. 3
A single C12H10 molecule in a non-equilibrium geometry. Source: OMol25; level of theory: ωB97M-V/def2-TZVPD.

```
22
Properties=species:S:1:pos:R:3
C -3.48257 0.26596 -1.70231
C -3.58784 -0.96544 -1.04682
C -2.30818 0.93738 -1.51269
C -2.61125 -1.53582 -0.30945
C -1.29507 0.51532 -0.70507
C -1.37102 -0.78401 -0.09966
C 0.99390 -0.94460 1.13872
C -0.11352 -1.83385 1.95345
C -0.42939 -1.19302 0.86032
C 2.12254 -0.52237 0.92590
C 3.50980 1.54599 1.01058
C 3.45027 0.01812 0.97806
H -4.12897 0.70922 -2.37523
H -4.33633 -1.69683 -1.32266
H -2.12397 1.85813 -2.06981
H -2.61888 -2.59488 0.01664
H -0.29547 1.03205 -0.72386
H 3.47509 2.13947 1.86073
H 2.82454 1.87544 0.33836
H 4.43476 1.82179 0.53566
H 3.75739 -0.19003 2.00120
H 4.13418 -0.45802 0.24792
```

Computed properties:
* gap between HOMO and LUMO: 8.32 eV
* HOMO level: -8.26 eV
* LUMO energy: 0.06 eV
* energy above the lowest of the compared OMol25 structures with the same formula, charge and spin: 6.143 eV
* spin multiplicity: 1
* E_tot: -12599.515 eV



No. 4
A molecular structure, C12H10AgBrClN. Source: OMol25; level of theory: ωB97M-V/def2-TZVPD.

```
26
Properties=species:S:1:pos:R:3
Ag -0.84358 -0.09330 -0.14547
Br -1.53344 -2.14797 1.80604
C -0.53925 -0.90225 2.85012
C -0.61319 -0.90581 4.22957
C 0.10734 0.07328 4.89781
C 0.85091 0.98938 4.16919
C 0.85537 0.88806 2.78856
N 0.17128 -0.05133 2.13835
H -1.20940 -1.63590 4.75653
H 0.08090 0.12245 5.97813
H 1.42051 1.76703 4.65768
H 1.42348 1.56439 2.16144
Cl 5.57093 0.30036 -2.77941
C 3.92316 0.69947 -2.38590
C 2.89420 0.29662 -3.22258
C 1.58567 0.60218 -2.89348
C 1.25860 1.31282 -1.73115
C -0.14920 1.60279 -1.36597
C 2.32758 1.72127 -0.92431
C 3.64283 1.42024 -1.23827
H 3.12144 -0.25291 -4.12681
H 0.78635 0.28056 -3.55182
H -0.74864 1.77790 -2.25799
H -0.20280 2.49519 -0.73998
H 2.12185 2.30213 -0.03122
H 4.45122 1.75013 -0.59856
```

Computed properties:
* gap between HOMO and LUMO: 6.77 eV
* HOMO level: -6.81 eV
* LUMO energy: -0.05 eV
* spin multiplicity: 1
* E_tot: -100659.230 eV



- The highest E_tot belongs to which entry?
  number 2



- Among the records above, which one has the highest E_tot?
  number 2